P.
ORCA calculation (ωB97M-V with the def2-TZVPD basis set) on C9H9N3O in the gas phase.

Calculated values
Structure (SMILES): COc1ccc(-n2cnnc2)cc1
E_LUMO (eV): 0.61
HOMO (eV): -8.92

Geometry as ORCA input:
```
! RIJCOSX wB97M-V def2-TZVPD def2/J DEFGRID3
* xyz 0 1
C 3.96854 -0.56419 0.24585
O 3.12290 0.46495 -0.11337
C 1.78263 0.29086 -0.10295
C 1.06086 1.48224 -0.38031
C -0.29600 1.38624 -0.45817
C -0.95112 0.17554 -0.17135
N -2.35573 0.06557 -0.13565
C -3.29852 -0.81823 -0.69843
N -4.54154 -0.57843 -0.29854
N -4.50309 0.48420 0.55006
C -3.25508 0.80374 0.63612
C -0.21876 -0.95078 0.12711
C 1.17892 -0.92214 0.08519
H 3.94414 -1.25259 -0.56453
H 4.98523 -0.19389 0.35331
H 3.57463 -0.93525 1.24478
H 1.69410 2.43076 -0.48876
H -0.89889 2.36106 -0.41953
H -3.10825 -1.69455 -1.30487
H -2.84063 1.62407 1.20307
H -0.75215 -1.83526 0.40568
H 1.70781 -1.82394 0.28529
*
```

Löwdin atomic charge list, values in e, 6 entries:
1 C -0.090
2 O -0.099
3 C -0.288
4 C 0.002
5 C -0.023
6 C -0.234



Q.
ORCA calculation (ωB97M-V with the def2-TZVPD basis set) on C9H9N3O in the gas phase.

Calculated values
Structure (SMILES): Cc1nc2ccccc2n1NC=O
E_LUMO (eV): 0.54
HOMO (eV): -8.35

Geometry as ORCA input:
```
! RIJCOSX wB97M-V def2-TZVPD def2/J DEFGRID3
* xyz 0 1
C 1.59953 0.34279 -2.51535
C 0.76560 -0.13341 -1.38764
N 0.58209 -1.41516 -1.13748
C -0.05192 -1.68148 0.02907
C -0.42026 -2.84795 0.75594
C -1.00354 -2.75683 2.03992
C -1.13969 -1.37493 2.57983
C -0.73214 -0.23811 1.82059
C -0.27154 -0.41964 0.57325
N 0.19014 0.53530 -0.34688
N 0.00113 1.94403 0.11132
C 0.81036 2.97222 -0.04397
O 1.84891 3.01745 -0.64627
H 1.00914 0.57148 -3.33639
H 2.28492 -0.51078 -2.71632
H 2.03088 1.40519 -2.21976
H -0.13067 -3.73047 0.27485
H -1.21997 -3.60596 2.55616
H -1.45635 -1.22790 3.56603
H -0.89432 0.79870 2.06037
H -0.93674 1.98122 0.52635
H 0.21414 3.77983 0.40204
*
```

Löwdin atomic charge list, values in e, 6 entries:
1 C 0.003
2 C -0.308
3 N 0.129
4 C -0.220
5 C -0.002
6 C -0.029



So which one wins? Going from most stable to least: P, Q.



P.
ORCA calculation (ωB97M-V with the def2-TZVPD basis set) on a molecular structure, C3H9N2OP.

Calculated values
E_LUMO (eV): 0.86
HOMO (eV): -8.40

Geometry as ORCA input:
```
! RIJCOSX wB97M-V def2-TZVPD def2/J DEFGRID3
* xyz 0 1
C -0.08468 -0.40196 0.97742
C 0.49992 0.19820 -0.32430
C 1.91659 0.09508 -0.80389
N -2.54364 1.36782 0.05642
N -0.60216 -0.73221 -0.26856
O -3.18646 -0.92289 0.54536
P -2.69911 -0.03224 -0.68638
H 0.48672 -1.03821 1.59389
H -0.73783 0.23403 1.54727
H 0.18153 1.15825 -0.54700
H 2.42501 0.88439 -0.24329
H 1.89859 0.49550 -1.84062
H 2.54043 -0.81901 -0.81799
H -2.38619 2.26987 -0.46546
H -0.55802 -1.71926 -0.51678
H -2.92122 -0.57625 1.35859
*
```

Löwdin atomic charge list, values in e, 6 entries:
1 C -0.140
2 C -0.299
3 C -0.058
4 N -0.319
5 N -0.145
6 O -0.341



Q.
ORCA calculation (ωB97M-V with the def2-TZVPD basis set) on 2 unconnected molecules or ions with the total composition C3H9N2OP.

Calculated values
E_LUMO (alpha / beta) (eV): 0.40 / 0.40
HOMO (alpha / beta) (eV): -7.29 / -7.29

Geometry as ORCA input:
```
! RIJCOSX wB97M-V def2-TZVPD def2/J DEFGRID3
* xyz 0 1
C -3.94873 0.09135 -0.15806
C -2.62694 0.28785 -0.37430
C -1.62515 -0.38695 0.30788
N 3.75439 0.36800 -0.02647
N 1.37212 -0.88552 0.48700
O 0.48870 1.24821 -0.59600
P 0.04426 -0.09834 -0.06831
H -4.63570 0.61474 -0.69709
H -4.24286 -0.66663 0.55010
H -2.28977 1.07579 -1.04691
H -1.90316 -1.31471 0.70437
H 3.68387 0.40326 -1.00549
H 4.69761 0.18554 0.37751
H 1.30324 -1.80027 0.80097
H 2.39057 -0.38057 0.39166
H 3.53755 1.25824 0.35313
*
```

Löwdin atomic charge list, values in e, 6 entries:
1 C -0.004
2 C -0.321
3 C -0.306
4 N 0.045
5 N -0.135
6 O -0.401



So which one wins? Going from most stable to least: Q, P.



P.
ORCA calculation (ωB97M-V with the def2-TZVPD basis set) on a molecular structure, C25H33Cl3GeMnN5O2SSi.

Calculated values
E_LUMO (alpha / beta) (eV): -3.86 / -3.93
HOMO (alpha / beta) (eV): -10.50 / -10.50
⟨S²⟩: 0.779

Geometry as ORCA input:
```
! RIJCOSX wB97M-V def2-TZVPD def2/J DEFGRID3
* xyz 1 2
Mn -1.48269 -1.90185 -0.72683
O -0.72005 1.36129 2.34105
C -1.67807 0.93550 3.18440
C -1.79595 1.60803 4.40008
C -2.75718 1.23313 5.31225
C -3.62781 0.17624 5.03801
C -3.51707 -0.49346 3.84237
C -2.54556 -0.13608 2.89405
C -2.45849 -0.88034 1.63179
O -1.58502 -0.53006 0.74156
N -3.25930 -1.92650 1.46513
N -3.00742 -2.49699 0.26923
C -3.64867 -3.53595 -0.12406
C -3.22428 -4.05388 -1.40973
C -3.84305 -5.11792 -2.05206
C -3.38487 -5.50323 -3.29913
C -2.32793 -4.81575 -3.87469
C -1.75353 -3.77276 -3.17381
N -2.17574 -3.40296 -1.96312
H -0.78643 0.81612 1.52999
H -1.11762 2.42808 4.59515
H -2.83682 1.76878 6.24955
H -4.38584 -0.10957 5.75372
H -4.18658 -1.30832 3.60479
H -4.44679 -3.98345 0.45624
H -4.67666 -5.62182 -1.58240
H -3.85399 -6.32630 -3.82174
H -1.95075 -5.07614 -4.85297
H -0.92423 -3.20690 -3.57852
Cl -1.13496 2.52541 -4.00208
Si -0.25483 0.99912 -2.97477
Cl -1.91275 -0.27547 -2.57233
Cl 0.85718 -0.09860 -4.31304
S 1.08721 -2.19773 -1.52811
C 0.86078 -3.06358 -0.13214
N 1.85157 -3.77226 0.48998
C 1.65820 -4.45919 1.63318
C 0.42608 -4.46226 2.20845
C -0.58353 -3.73920 1.55781
N -0.37207 -3.07638 0.43919
H 2.76383 -3.75249 0.05270
H 2.52041 -4.97416 2.03314
H 0.23095 -4.99171 3.12700
H -1.58348 -3.68191 1.97315
C 6.16533 1.64299 0.61063
C 5.27802 1.49805 -0.61794
C 3.79915 1.69202 -0.29874
C 2.89958 1.50674 -1.52156
Ge 1.00651 1.60826 -1.03256
C 0.44882 3.37279 -0.40076
C 0.90452 4.50359 -1.32115
C 0.40397 5.87012 -0.86367
C 0.80387 6.98542 -1.82014
H 7.21881 1.51670 0.36050
H 5.91112 0.89982 1.37013
H 6.04867 2.62927 1.06432
H 5.41877 0.51069 -1.06968
H 5.57547 2.22331 -1.38091
H 3.65439 2.69509 0.11757
H 3.50684 0.99408 0.49516
H 3.08763 0.54072 -1.99701
H 3.11238 2.27410 -2.27044
H 0.65800 0.48393 -0.04901
H 0.87449 3.49030 0.59966
H -0.63545 3.37763 -0.26771
H 0.56476 4.32583 -2.34721
H 1.99954 4.52249 -1.36685
H 0.79581 6.07692 0.13687
H -0.68507 5.83490 -0.76244
H 1.89019 7.05386 -1.91090
H 0.43866 7.95431 -1.47957
H 0.39904 6.80951 -2.81901
*
```

Löwdin atomic charge list, values in e, 6 entries:
1 Mn 0.352
2 O 0.054
3 C -0.254
4 C -0.006
5 C -0.062
6 C -0.081



Q.
ORCA calculation (ωB97M-V with the def2-TZVPD basis set) on a molecular structure, C25H33Cl3GeMnN5O2SSi.

Calculated values
E_LUMO (alpha / beta) (eV): -3.68 / -3.73
HOMO (alpha / beta) (eV): -11.03 / -10.83
⟨S²⟩: 0.957

Geometry as ORCA input:
```
! RIJCOSX wB97M-V def2-TZVPD def2/J DEFGRID3
* xyz 1 2
Mn -1.19517 -0.15721 -2.11222
O -2.51058 0.47841 3.27213
C -1.76726 -0.64177 3.21608
C -1.56829 -1.33982 4.40886
C -0.84434 -2.51377 4.41708
C -0.29794 -3.03057 3.24254
C -0.45641 -2.32840 2.06981
C -1.16416 -1.11755 2.03888
C -1.27734 -0.40504 0.77099
O -0.31964 -0.59835 -0.15230
N -2.25970 0.41568 0.55205
N -2.16220 0.91488 -0.73120
C -2.57839 2.10126 -1.01167
C -2.22764 2.54853 -2.36630
C -2.61196 3.77319 -2.88467
C -2.16121 4.12376 -4.14993
C -1.33814 3.24790 -4.84111
C -0.99332 2.03541 -4.25490
N -1.43160 1.67933 -3.04620
H -2.68945 0.78759 2.36668
H -2.01291 -0.94469 5.30926
H -0.71786 -3.04807 5.34892
H 0.23784 -3.96787 3.25131
H -0.05886 -2.71904 1.14338
H -3.06947 2.74815 -0.29205
H -3.24225 4.43475 -2.31039
H -2.44095 5.07263 -4.58305
H -0.95018 3.49243 -5.81775
H -0.32720 1.33940 -4.74575
Cl 0.14343 -2.20988 -5.16421
Si 0.59305 -1.16954 -3.37831
Cl 1.71846 -2.60053 -2.32783
Cl 2.03232 0.21622 -4.02956
S -2.50245 -2.37742 -1.49250
C -2.85853 -2.14420 -3.08870
N -3.42564 -3.10346 -3.87901
C -3.67921 -2.93157 -5.19789
C -3.36088 -1.74885 -5.79625
C -2.76136 -0.78257 -4.96832
N -2.54648 -0.95368 -3.67762
H -3.63188 -3.98677 -3.42977
H -4.12239 -3.77043 -5.71499
H -3.52568 -1.57880 -6.84524
H -2.46160 0.17120 -5.38489
C 3.23044 4.44337 2.78207
C 2.04473 3.49654 2.68168
C 2.29080 2.35084 1.70421
C 1.11312 1.37228 1.63712
Ge 1.45913 -0.01207 0.31711
C 2.57353 -1.47958 0.93137
C 2.86391 -1.42089 2.43036
C 3.57560 -2.66907 2.94170
C 3.68960 -2.68318 4.45777
H 3.04711 5.23586 3.50462
H 3.44128 4.91292 1.82082
H 4.12961 3.91203 3.09371
H 1.15387 4.04597 2.36433
H 1.81146 3.08060 3.66563
H 3.20025 1.82243 2.00492
H 2.49592 2.76393 0.71071
H 0.19975 1.90848 1.36124
H 0.93923 0.92339 2.61680
H 1.80535 0.59951 -1.04365
H 3.49159 -1.42508 0.34214
H 2.10718 -2.42297 0.65106
H 1.93302 -1.29051 2.99678
H 3.47756 -0.54257 2.64941
H 4.56957 -2.73160 2.49059
H 3.03161 -3.55383 2.59934
H 4.23010 -1.80789 4.82010
H 4.21805 -3.56597 4.81299
H 2.70201 -2.67383 4.92171
*
```

Löwdin atomic charge list, values in e, 6 entries:
1 Mn 0.333
2 O 0.083
3 C -0.253
4 C 0.010
5 C -0.050
6 C -0.074



So which one wins? Going from most stable to least: P, Q.



P.
ORCA calculation (ωB97M-V with the def2-TZVPD basis set) on 2 unconnected molecules or ions with the total composition C4H12NO3.

Calculated values
E_LUMO (eV): 3.74
HOMO (eV): -3.67

Geometry as ORCA input:
```
! RIJCOSX wB97M-V def2-TZVPD def2/J DEFGRID3
* xyz -1 1
C 1.07219 1.65380 0.54042
C 0.59663 0.36398 1.19797
C -0.65336 0.57272 2.01566
O -0.84373 -0.53717 2.89675
N 0.35733 -0.78739 0.33174
C -0.55747 -0.52102 -0.89200
O 0.09819 -0.75241 -2.04411
H 0.26897 2.14676 -0.02113
H 1.93260 1.49727 -0.08596
H 1.34830 2.35850 1.33023
H 1.36865 0.08107 1.90881
H -0.63386 1.45038 2.66538
H -1.51887 0.67099 1.34528
H -0.74507 -1.31441 2.31921
H 1.23622 -1.02136 -0.12231
H -1.39977 -1.19261 -0.70273
H -0.83675 0.54937 -0.86130
H -0.31918 -1.69669 -3.13737
H -0.25074 -1.39439 -4.62198
O -0.52029 -2.12739 -4.06257
*
```

Löwdin atomic charge list, values in e, 6 entries:
1 C -0.073
2 C -0.445
3 C -0.254
4 O -0.101
5 N -0.028
6 C -0.440



Q.
ORCA calculation (ωB97M-V with the def2-TZVPD basis set) on 2 unconnected molecules or ions with the total composition C4H12NO3.

Calculated values
E_LUMO (eV): 3.49
HOMO (eV): -3.69

Geometry as ORCA input:
```
! RIJCOSX wB97M-V def2-TZVPD def2/J DEFGRID3
* xyz -1 1
C 1.49859 0.17713 0.13437
O 1.68308 -0.86635 0.96603
C 0.18983 -0.06926 -0.79883
C -0.99719 0.75031 -0.37082
C -2.21297 1.00775 -1.31779
O -3.26473 1.52267 -0.55025
N -0.19450 -1.50295 -0.76413
H 1.32864 1.10914 0.70188
H 2.28136 0.37673 -0.61788
H 0.41946 0.14208 -1.85464
H -1.39704 0.18200 0.50444
H -0.70483 1.71395 0.06055
H -1.87497 1.74164 -2.04114
H -2.36361 0.02425 -1.78359
H -3.36539 1.09010 0.31763
H -0.12603 -1.77013 0.22006
H 0.58132 -1.95544 -1.22329
H 2.55291 -0.95608 2.10218
H 2.88025 -1.80402 3.28515
O 3.08580 -0.91352 3.03008
*
```

Löwdin atomic charge list, values in e, 6 entries:
1 C -0.379
2 O -0.299
3 C -0.387
4 C -0.195
5 C -0.284
6 O -0.095



So which one wins? Going from most stable to least: P, Q.



P.
ORCA calculation (ωB97M-V with the def2-TZVPD basis set) on C4H13N3O in the gas phase.

Calculated values
Structure (SMILES): NCN[C@@H](CN)CO
E_LUMO (eV): 0.91
HOMO (eV): -8.55

Geometry as ORCA input:
```
! RIJCOSX wB97M-V def2-TZVPD def2/J DEFGRID3
* xyz 0 1
N -0.30461 -2.88611 -1.94063
C -0.73799 -1.63992 -1.37207
N 0.29108 -1.05720 -0.50769
C -0.16887 0.24332 0.15284
C 0.31642 0.00563 1.65820
N 0.33468 1.28318 2.45118
C 0.47202 1.45291 -0.47187
O -0.14270 2.63061 -0.06125
H -0.13211 -2.74559 -2.94753
H 0.40360 -3.38606 -1.41573
H -1.69319 -1.94012 -0.79297
H -1.18132 -0.93604 -2.04395
H 1.23357 -1.04324 -0.85441
H -1.29746 0.25348 0.17788
H 1.28793 -0.49677 1.81353
H -0.51518 -0.70805 2.01861
H -0.59327 1.41117 2.93501
H 1.04183 1.32669 3.10432
H 1.53776 1.58341 -0.48712
H 0.16411 1.52989 -1.58676
H -0.65213 2.35566 0.74658
*
```

Löwdin atomic charge list, values in e, 6 entries:
1 N -0.009
2 C -0.358
3 N -0.041
4 C -0.304
5 C -0.204
6 N -0.009



Q.
ORCA calculation (ωB97M-V with the def2-TZVPD basis set) on 2 unconnected molecules or ions with the total composition C4H13N3O.

Calculated values
E_LUMO (eV): 0.72
HOMO (eV): -6.90

Geometry as ORCA input:
```
! RIJCOSX wB97M-V def2-TZVPD def2/J DEFGRID3
* xyz 0 1
C 0.52612 0.36087 -0.33533
C 1.11167 -1.00931 -0.64171
C 0.35553 1.13170 -1.64954
N 1.51405 1.07281 0.49350
H -0.80300 1.29843 0.32356
H 1.18092 1.99642 0.75174
H 1.70471 0.56304 1.34997
H 1.29096 -1.58498 0.27376
H -0.30571 0.59497 -2.33337
H 2.07406 -0.92959 -1.16192
H 0.44740 -1.59049 -1.28357
H 1.32230 1.28135 -2.14540
H -0.08453 2.11872 -1.48066
C -1.20578 -0.21870 0.77707
N -1.88184 -1.20180 0.08704
N -0.70326 -0.56486 2.01107
O -1.78062 1.01447 0.69824
H -0.26211 -1.46776 2.09851
H -1.75642 -2.16776 0.35201
H -2.19930 -0.90745 -0.82335
H -0.54516 0.20991 2.63838
*
```

Löwdin atomic charge list, values in e, 6 entries:
1 C -0.544
2 C -0.109
3 C -0.084
4 N 0.032
5 H 0.118
6 H 0.068



R.
ORCA calculation (ωB97M-V with the def2-TZVPD basis set) on 2 unconnected molecules or ions with the total composition C4H13N3O.

Calculated values
Structure (SMILES): [H]/N=C(\N)NCCC.O
E_LUMO (eV): 0.64
HOMO (eV): -9.20

Geometry as ORCA input:
```
! RIJCOSX wB97M-V def2-TZVPD def2/J DEFGRID3
* xyz 0 1
H 0.67102 -3.29573 0.96016
N 1.03997 -2.35521 0.85105
C 0.23137 -1.37954 0.85736
N -1.10058 -1.30811 1.16796
N 0.78888 -0.06676 0.75555
C 0.69384 0.53995 -0.59230
C 0.60240 2.05148 -0.52761
C 1.97455 2.79055 -0.58494
H -1.50906 -0.39626 1.04070
H -1.70756 -2.09134 1.30479
H 1.74199 -0.11801 1.04671
H 1.49383 0.08623 -1.17135
H -0.23143 0.19971 -1.05890
H 0.19670 2.35170 0.41947
H 0.01086 2.43455 -1.35514
H 1.84093 3.64760 -1.24398
H 2.32029 3.01102 0.41571
H 2.71730 2.22136 -1.14714
O -3.38326 -0.58195 -1.40725
H -2.76803 -1.02686 -0.84569
H -3.21518 0.33655 -1.59881
*
```

Löwdin atomic charge list, values in e, 6 entries:
1 H 0.037
2 N 0.120
3 C -0.580
4 N 0.133
5 N -0.005
6 C -0.221



So which one wins? Going from most stable to least: R, P, Q.